No. 1
The following is a quantum chemistry calculation of a cluster of 2 separate species, C8H11Cl3N2O in total in a non-equilibrium geometry, from the Open Molecules 2025 dataset.

* E_tot: -51067.9968 eV
* frontier orbital gap: 9.17 eV
* M: 257.5 g/mol
* largest force on an atom: 4.62 eV/A
* relative energy (zero: lowest compared OMol25 entry of this formula, charge and spin): 0.00 kcal/mol
* structure (SMILES): Oc1[nH]nc2c1CCCC2.ClC(Cl)Cl

Last column: Löwdin charge in e.
Positions of all 25 atoms, in Å:
O (0.72, -0.74, -2.75)  0.092
C (0.41, -1.04, -1.48)  -0.386
N (0.96, -2.14, -0.86)  0.059
N (0.44, -2.19, 0.43)  0.093
C (-0.32, -1.12, 0.56)  -0.283
C (-0.18, -0.29, -0.57)  -0.187
C (-0.91, 1.01, -0.83)  -0.144
C (-1.56, 1.43, 0.44)  -0.167
C (-2.24, 0.19, 1.17)  -0.175
C (-1.18, -0.74, 1.70)  -0.133
H (0.32, 0.09, -3.00)  0.113
H (1.30, -2.99, -1.31)  0.158
H (-1.58, 0.73, -1.62)  0.119
H (-0.17, 1.75, -1.11)  0.106
H (-2.49, 2.06, 0.18)  0.133
H (-0.97, 1.97, 1.14)  0.097
H (-2.73, -0.39, 0.46)  0.089
H (-2.99, 0.54, 1.92)  0.127
H (-1.43, -1.64, 2.17)  0.097
H (-0.62, -0.12, 2.40)  0.122
Cl (3.62, -0.23, -1.20)  0.593
C (2.94, 0.66, 0.15)  -1.554
Cl (2.86, 2.47, -0.11)  0.475
Cl (3.83, 0.32, 1.57)  0.575
H (1.96, 0.40, 0.55)  -0.019

=====

No. 2
The following is a quantum chemistry calculation of an isolated molecule of C8H11ClN2O2S in a non-equilibrium geometry, from the Open Molecules 2025 dataset.

* E_tot: -38902.9826 eV
* frontier orbital gap: 7.97 eV
* M: 234.7 g/mol
* largest force on an atom: 4.16 eV/A
* relative energy (zero: lowest compared OMol25 entry of this formula, charge and spin): 67.70 kcal/mol

Last column: Löwdin charge in e.
Positions of all 25 atoms, in Å:
C (-3.54, -1.15, 0.90)  -0.652
C (-2.88, 0.90, -1.02)  -0.697
C (2.39, 0.99, 0.81)  -0.108
C (1.24, 0.92, 0.11)  -0.197
C (3.36, 2.09, 0.49)  -0.097
C (0.44, -1.90, -1.07)  -0.049
C (0.14, 0.02, 0.45)  -0.629
C (-0.39, -0.70, -0.79)  -0.444
N (-2.40, -1.59, 0.29)  -0.045
N (-1.83, -1.03, -0.79)  -0.090
O (-4.24, -1.57, 1.76)  0.056
O (-2.26, 1.62, -1.70)  0.094
S (-4.10, 0.44, -0.07)  1.054
Cl (-1.09, 1.10, 1.21)  0.707
H (2.77, 0.57, 1.70)  0.098
H (1.00, 1.66, -0.70)  0.136
H (4.29, 1.75, 0.02)  0.092
H (2.96, 2.79, -0.15)  0.046
H (3.55, 2.57, 1.37)  0.040
H (0.51, -2.08, -2.09)  0.055
H (1.45, -1.69, -0.59)  0.099
H (0.10, -2.81, -0.47)  0.103
H (0.55, -0.58, 1.25)  0.105
H (-0.22, 0.02, -1.62)  0.137
H (-1.80, -2.36, 0.70)  0.187

=====

No. 3
The following is a quantum chemistry calculation of a cluster of 2 separate species, C8H11F2O3 in total in a non-equilibrium geometry, from the Open Molecules 2025 dataset.

* E_tot: -20051.0063 eV
* frontier orbital gap: 6.25 eV
* M: 193.2 g/mol
* net charge: -1
* largest force on an atom: 5.83 eV/A
* relative energy (zero: lowest compared OMol25 entry of this formula, charge and spin): 9.32 kcal/mol

Last column: Löwdin charge in e.
Positions of all 24 atoms, in Å:
C (2.84, -0.55, 0.30)  -0.605
C (-1.17, -0.41, 1.64)  -0.180
C (-1.92, 0.52, 0.71)  -0.172
C (-0.63, -1.50, 0.70)  -0.117
C (-0.94, 0.64, -0.48)  -0.313
C (-0.68, -0.87, -0.66)  -0.368
C (-1.41, 1.50, -1.66)  -0.033
C (2.56, 0.75, 0.25)  -0.357
O (2.40, -1.43, 1.03)  -0.073
O (3.64, -0.97, -0.79)  -0.014
O (-0.84, -1.38, -1.76)  0.052
F (2.85, 1.56, -0.82)  0.008
F (1.84, 1.47, 1.12)  0.039
H (-0.25, 0.13, 1.92)  0.108
H (-1.72, -0.74, 2.58)  0.123
H (-2.85, 0.31, 0.13)  0.125
H (-2.10, 1.52, 1.00)  0.088
H (0.41, -1.77, 0.97)  0.100
H (-1.41, -2.36, 0.71)  0.150
H (0.09, 0.82, -0.18)  0.123
H (-2.41, 1.08, -1.96)  0.097
H (-0.75, 1.15, -2.47)  0.084
H (-1.30, 2.49, -1.46)  0.032
H (3.74, -1.96, -0.82)  0.103

=====

No. 4
The following is a quantum chemistry calculation of a cluster of 2 separate species, C8H11I2NO4 in total in a non-equilibrium geometry, from the Open Molecules 2025 dataset.

* E_tot: -34350.1331 eV
* frontier orbital gap (spin up / spin down): 7.99 / 4.97 eV
* M: 439.0 g/mol
* largest force on an atom: 3.72 eV/A
* relative energy (zero: lowest compared OMol25 entry of this formula, charge and spin): 16.30 kcal/mol

Last column: Löwdin charge in e.
Positions of all 26 atoms, in Å:
C (-1.69, -0.17, -0.94)  -0.036
C (-1.05, 0.83, -0.22)  -0.329
C (1.37, 0.92, -0.76)  -0.501
C (3.26, -1.16, 0.49)  -0.030
C (0.02, 1.65, -0.84)  -0.059
C (-1.25, 1.10, 1.24)  -0.566
C (3.08, 0.36, 0.65)  -0.214
C (-2.77, -0.81, -0.42)  -0.002
N (-3.50, -1.71, -1.35)  -0.407
O (1.83, 0.43, -1.76)  0.133
O (-4.60, -2.06, -0.99)  0.071
O (-3.00, -2.07, -2.40)  0.065
O (1.81, 0.83, 0.45)  0.025
I (-2.51, 2.87, 1.46)  0.794
I (-1.09, -2.93, 2.12)  0.107
H (-1.37, -0.46, -1.89)  0.120
H (4.10, -1.44, 1.15)  0.091
H (2.41, -1.60, 0.89)  0.049
H (3.50, -1.40, -0.49)  0.052
H (-0.07, 2.56, -0.17)  0.111
H (-0.28, 1.80, -1.92)  0.156
H (-1.58, 0.33, 1.87)  -0.007
H (-0.39, 1.42, 1.74)  0.021
H (3.75, 0.74, -0.14)  0.141
H (3.19, 0.61, 1.64)  0.104
H (-3.16, -0.62, 0.60)  0.116

=====

No. 5
The following is a quantum chemistry calculation of an isolated molecule of C8H11N2OP in a non-equilibrium geometry, from the Open Molecules 2025 dataset.

* E_tot: -22787.2894 eV
* frontier orbital gap (spin up / spin down): 7.04 / 6.45 eV
* M: 182.2 g/mol
* largest force on an atom: 4.13 eV/A
* relative energy (zero: lowest compared OMol25 entry of this formula, charge and spin): 65.50 kcal/mol

Last column: Löwdin charge in e.
Positions of all 23 atoms, in Å:
C (-0.07, 2.81, 2.47)  -0.117
C (-0.46, 1.51, 2.71)  -0.097
C (0.13, 3.17, 1.17)  -0.044
C (-0.66, 0.66, 1.65)  -0.084
C (-0.32, 2.40, 0.03)  -0.318
C (-0.48, 0.98, 0.32)  -0.285
C (1.49, -2.20, -0.94)  -0.089
C (-0.27, -3.37, -2.34)  -0.184
N (-0.70, 3.05, -1.05)  0.148
N (0.04, -2.45, -1.30)  -0.494
O (-0.64, -0.03, -0.55)  -0.332
P (-1.09, -1.69, -0.29)  1.012
H (0.39, 3.36, 3.31)  0.113
H (-0.56, 1.15, 3.77)  0.128
H (0.37, 4.20, 0.78)  0.124
H (-0.80, -0.46, 1.79)  0.067
H (1.51, -1.27, -0.41)  0.051
H (1.89, -3.08, -0.35)  0.102
H (2.14, -2.04, -1.71)  0.035
H (-1.34, -3.24, -2.53)  0.059
H (0.17, -3.11, -3.36)  0.107
H (-0.15, -4.41, -2.16)  0.061
H (-0.59, 4.06, -1.01)  0.038

=====

No. 6
The following is a quantum chemistry calculation of the ion C8H11N2S2 with charge +1 in a non-equilibrium geometry, from the Open Molecules 2025 dataset.

* E_tot: -33115.8430 eV
* frontier orbital gap (spin up / spin down): 6.43 / 6.75 eV
* M: 199.3 g/mol
* net charge: +1
* largest force on an atom: 6.64 eV/A
* relative energy (zero: lowest compared OMol25 entry of this formula, charge and spin): 55.45 kcal/mol
* structure (SMILES): CSC1=C2C=CS[C@H]2N(C)C=[NH+]1

Last column: Löwdin charge in e.
Positions of all 23 atoms, in Å:
C (3.54, -0.59, -0.17)  -0.309
S (2.73, -0.44, 1.49)  0.918
C (1.09, -0.04, 1.02)  -0.460
C (0.12, -0.79, 0.00)  -0.180
C (0.10, -2.11, -0.40)  -0.092
C (-1.12, -2.41, -1.06)  -0.373
S (-2.17, -1.12, -1.31)  1.031
C (-0.87, 0.04, -0.69)  -0.444
N (-1.35, 1.16, 0.16)  -0.094
C (-2.64, 1.75, -0.30)  -0.010
C (-0.66, 1.57, 1.20)  -0.058
N (0.53, 1.10, 1.47)  0.045
H (4.49, -0.93, 0.02)  0.004
H (3.65, 0.40, -0.60)  0.049
H (2.98, -1.30, -0.74)  0.032
H (0.63, -2.94, -0.03)  0.110
H (-1.58, -3.35, -1.22)  0.070
H (-0.64, 0.58, -1.68)  0.154
H (-3.50, 1.30, 0.33)  0.140
H (-2.50, 2.83, -0.36)  0.109
H (-2.77, 1.47, -1.31)  0.050
H (-0.98, 2.38, 1.90)  0.193
H (0.93, 1.44, 2.27)  0.115

=====

No. 7
The following is a quantum chemistry calculation of the ion C8H11N3 with charge +2 in a non-equilibrium geometry, from the Open Molecules 2025 dataset.

* E_tot: -12922.7062 eV
* frontier orbital gap (spin up / spin down): 7.45 / 7.45 eV
* M: 149.2 g/mol
* net charge: +2
* largest force on an atom: 4.91 eV/A
* relative energy (zero: lowest compared OMol25 entry of this formula, charge and spin): 66.11 kcal/mol

Last column: Löwdin charge in e.
Positions of all 22 atoms, in Å:
C (3.64, 0.45, -0.18)  -0.071
C (2.52, 1.20, -0.09)  -0.034
C (-2.37, 1.32, 0.09)  0.089
C (-1.19, -0.55, 0.12)  -0.206
C (1.14, -0.69, -0.15)  0.055
C (3.74, -0.87, 0.22)  0.230
C (-3.40, 0.33, -0.29)  -0.052
C (-2.58, -0.98, -0.09)  -0.040
N (-1.16, 0.80, 0.25)  0.123
N (1.35, 0.60, 0.04)  0.036
N (-0.09, -1.27, 0.19)  0.170
H (4.35, 1.06, -0.71)  0.144
H (2.50, 2.30, -0.09)  0.173
H (-2.56, 2.34, 0.17)  0.141
H (4.53, -1.50, -0.07)  0.095
H (3.14, -1.20, 1.05)  0.085
H (-4.18, 0.18, 0.56)  0.190
H (-3.86, 0.75, -1.24)  0.184
H (-2.71, -1.65, -0.91)  0.147
H (-2.93, -1.48, 0.76)  0.137
H (0.29, 1.18, 0.20)  0.192
H (-0.19, -2.31, 0.19)  0.212

=====

No. 8
The following is a quantum chemistry calculation of a cluster of 2 separate species, C8H11N3O in total in a non-equilibrium geometry, from the Open Molecules 2025 dataset.

* E_tot: -14989.3372 eV
* frontier orbital gap: 10.50 eV
* M: 165.2 g/mol
* largest force on an atom: 5.80 eV/A
* relative energy (zero: lowest compared OMol25 entry of this formula, charge and spin): 48.66 kcal/mol

Last column: Löwdin charge in e.
Positions of all 23 atoms, in Å:
C (3.11, -1.07, -1.26)  -0.133
C (1.10, -3.29, 0.12)  -0.010
C (1.67, -0.99, -1.65)  -0.515
C (-0.96, 0.91, 0.97)  -0.183
C (-1.46, -0.09, -0.11)  -0.191
C (0.35, 0.34, 1.36)  -0.183
C (-0.53, -0.17, -1.26)  -0.190
C (1.26, 0.53, 0.15)  -0.145
N (4.26, -1.01, -1.28)  0.174
N (1.94, -3.94, -0.42)  0.071
N (0.80, -0.39, -0.84)  -0.076
O (1.36, -1.55, -2.69)  0.066
H (-0.91, 1.83, 0.45)  0.105
H (-1.69, 0.94, 1.70)  0.090
H (-1.68, -1.10, 0.26)  0.109
H (-2.61, 0.10, -0.52)  0.168
H (0.75, 0.81, 2.26)  0.126
H (0.28, -0.67, 1.49)  0.077
H (-0.85, -0.95, -2.09)  0.168
H (-0.55, 0.74, -1.89)  0.138
H (1.30, 1.50, -0.13)  0.096
H (2.30, 0.26, 0.59)  0.162
H (2.73, -4.20, -0.97)  0.073

=====

No. 9
The following is a quantum chemistry calculation of a cluster of 2 separate species, C8H11N3O3 in total in a non-equilibrium geometry, from the Open Molecules 2025 dataset.

* E_tot: -19085.4777 eV
* frontier orbital gap (spin up / spin down): 7.02 / 7.02 eV
* M: 197.2 g/mol
* largest force on an atom: 1.78 eV/A
* relative energy (zero: lowest compared OMol25 entry of this formula, charge and spin): 15.02 kcal/mol
* structure (SMILES): CC(C)=C1C=[N+]([O-])C(N)=CN1.O=C=O

Last column: Löwdin charge in e.
Positions of all 25 atoms, in Å:
C (-2.09, -0.27, 1.77)  -0.068
C (-1.56, -0.48, 0.38)  -0.314
C (-2.54, -0.79, -0.71)  -0.063
C (-0.23, -0.41, 0.12)  -0.242
C (0.77, -0.07, 1.09)  0.050
N (2.04, 0.03, 0.82)  -0.185
O (2.91, 0.37, 1.68)  -0.059
C (2.51, -0.20, -0.50)  -0.275
N (3.88, -0.15, -0.64)  0.105
C (1.61, -0.52, -1.45)  -0.031
N (0.28, -0.64, -1.17)  0.079
H (-3.15, -0.51, 1.81)  0.073
H (-1.57, -0.90, 2.49)  0.078
H (-1.97, 0.77, 2.09)  0.069
H (-3.56, -0.67, -0.35)  0.074
H (-2.41, -0.13, -1.57)  0.067
H (-2.43, -1.82, -1.06)  0.083
H (0.48, 0.14, 2.11)  0.141
H (4.23, 0.30, -1.47)  0.093
H (4.28, 0.21, 0.23)  0.083
H (1.91, -0.70, -2.47)  0.130
H (-0.38, -0.77, -1.92)  0.128
O (-1.19, 2.72, 0.64)  0.222
C (-1.00, 2.39, -0.43)  -0.448
O (-0.81, 2.09, -1.53)  0.209

=====

No. 10
The following is a quantum chemistry calculation of an isolated molecule of C8H11N3O3S in a non-equilibrium geometry, from the Open Molecules 2025 dataset.

* E_tot: -29916.9941 eV
* frontier orbital gap (spin up / spin down): 7.91 / 7.91 eV
* M: 229.3 g/mol
* largest force on an atom: 5.40 eV/A
* relative energy (zero: lowest compared OMol25 entry of this formula, charge and spin): 134.82 kcal/mol
* structure (SMILES): CCN[S@](=N)(=O)Oc1ccc(N=O)cc1

Last column: Löwdin charge in e.
Positions of all 26 atoms, in Å:
C (-2.22, -0.28, 1.32)  -0.084
C (-0.84, -0.98, 1.34)  -0.260
N (0.10, -0.29, 0.38)  -0.128
S (1.62, -0.36, 1.07)  0.619
N (2.10, -1.78, 0.87)  -0.152
O (1.60, 0.21, 2.37)  -0.282
O (2.29, 0.71, 0.06)  -0.161
C (1.49, 1.77, -0.35)  -0.304
C (1.33, 1.99, -1.72)  -0.008
C (0.40, 2.86, -2.25)  -0.002
C (-0.17, 3.80, -1.37)  -0.240
N (-1.02, 4.74, -1.89)  -0.032
O (-1.26, 4.73, -3.09)  -0.013
C (0.12, 3.60, 0.05)  0.017
C (0.71, 2.50, 0.52)  -0.047
H (-2.32, 0.77, 1.70)  0.091
H (-2.54, -0.45, 0.29)  0.072
H (-2.85, -0.90, 1.92)  0.050
H (-0.28, -0.82, 2.36)  0.127
H (-1.00, -2.03, 1.12)  0.103
H (0.03, -0.77, -0.48)  0.094
H (2.78, -2.08, 1.57)  0.028
H (1.83, 1.31, -2.44)  0.137
H (0.30, 2.96, -3.33)  0.121
H (-0.52, 4.28, 0.60)  0.114
H (0.91, 2.28, 1.62)  0.143